Computed, not measured: the ion C4H8IN4O2 with charge +1 at a distorted geometry, with ωB97M-V with the def2-TZVPD basis set.

For the LUMO energy, the calculation gives -4.64 eV. For the largest force on an atom, the calculation gives 0.0982 Eh/bohr. For the frontier orbital gap, the calculation gives 8.45 eV. Its net charge is +1. The structure (SMILES) is NC1=[NH+][C@H](CON=O)[C@H](I)N1.

Positions of all 19 atoms, in Å:
N (-1.67, 0.42, 2.36)
C (-1.38, 0.06, 1.13)
N (-1.27, -1.29, 0.59)
C (-0.43, -1.25, -0.67)
I (-1.94, -1.11, -2.24)
C (0.21, 0.17, -0.45)
C (1.10, 0.83, -1.57)
O (2.46, 0.87, -1.04)
N (2.85, -0.46, -0.87)
O (3.30, -0.56, 0.22)
N (-1.04, 0.88, 0.00)
H (-2.19, 1.29, 2.49)
H (-1.35, -0.08, 3.20)
H (-0.62, -1.78, 1.22)
H (0.23, -2.12, -0.88)
H (0.75, 0.06, 0.54)
H (0.80, 1.91, -1.67)
H (1.09, 0.29, -2.55)
H (-0.91, 1.87, 0.20)

Computed, not measured: a cluster of 2 separate species, C4H10O2S in total at a distorted geometry, with ωB97M-V with the def2-TZVPD basis set.

For the LUMO energy, the calculation gives 0.68 eV. For the largest force on an atom, the calculation gives 0.0975 Eh/bohr. For the frontier orbital gap, the calculation gives 8.84 eV. The structure (SMILES) is C=CO.CCSO.

Positions of all 17 atoms, in Å:
C (0.34, 2.93, 1.98)
C (-0.64, -4.11, -1.46)
C (0.60, 2.93, 0.41)
C (0.01, -3.02, -1.67)
O (-0.53, 0.51, 0.42)
O (-0.10, -1.80, -0.96)
S (0.88, 1.18, -0.17)
H (0.10, 3.87, 2.28)
H (-0.39, 2.26, 2.10)
H (1.22, 2.54, 2.35)
H (-0.78, -5.05, -2.07)
H (-0.84, -0.15, -0.21)
H (-1.15, -4.14, -0.48)
H (1.56, 3.57, 0.14)
H (-0.30, 3.37, -0.04)
H (0.60, -2.90, -2.54)
H (-0.57, -1.99, -0.09)

Taking the records one at a time from the top gives ΔE to the lowest compared entry with this formula, charge and spin values of 0.000 3.352 eV.